Here is a structure of composition C9H22O4Zn in a non-equilibrium geometry from the OMol25 dataset. Energies are from the ωB97M-V functional and the def2-TZVPD basis.

Last column: natural (NBO) charge in e.
Positions of all 36 atoms, in Å:
Zn 0.54094 -0.54163 -0.34517  1.75
C 1.85367 2.33325 2.11904  -0.66
C 0.84216 2.47933 0.91989  0.02
O 0.72996 1.39059 0.15935  -1.01
H 2.08342 1.27094 2.20561  0.23
H 1.35596 2.64398 3.04736  0.16
H 2.74817 2.94143 1.97488  0.17
H 1.22322 3.36349 0.34088  0.07
H -0.12074 2.84457 1.35820  0.07
C 0.46787 1.48281 -2.99152  -0.65
C 0.96006 0.06980 -3.30977  0.00
O 1.28360 -0.65434 -2.21488  -1.01
H -0.42149 1.46277 -2.35310  0.21
H 0.37597 2.18525 -3.83445  0.15
H 1.19921 1.96792 -2.33082  0.22
H 1.84243 0.23055 -3.98458  0.07
H 0.19626 -0.46738 -3.92244  0.08
C 1.95473 -3.23919 2.51139  -0.63
C 1.89920 -1.82578 1.91776  -0.02
O 1.77918 -1.81953 0.55475  -1.01
H 2.80668 -3.80177 2.13039  0.18
H 1.03504 -3.79508 2.29154  0.19
H 1.95580 -3.14833 3.60926  0.16
H 2.86872 -1.35538 2.22877  0.08
H 1.10230 -1.23868 2.41636  0.11
C -3.08418 0.10334 0.74111  -0.63
C -2.63982 -0.94004 -0.28792  0.14
C -3.12951 -0.56648 -1.68612  -0.63
O -1.30495 -1.17669 -0.29265  -1.02
H -4.17655 0.14410 0.87652  0.16
H -2.69737 1.11003 0.54920  0.20
H -2.71518 -0.16114 1.73978  0.20
H -3.14285 -1.87348 0.06688  0.08
H -4.20774 -0.73617 -1.82632  0.16
H -2.59608 -1.15032 -2.44033  0.22
H -2.86811 0.46727 -1.93884  0.19

Calculated values
LUMO level = 5.637 eV
HOMO = -0.774 eV
total charge = -2

Here is a cluster of 32 separate species, H64O32 in total in a non-equilibrium geometry from the OMol25 dataset. Energies are from the ωB97M-V functional and the def2-TZVPD basis.

Last column: Löwdin charge in e.
Positions of all 96 atoms, in Å:
O -4.14579 -2.85403 -0.55929  -0.09
H -3.87814 -3.63518 0.02518  0.05
H -4.62628 -2.27702 0.09133  0.08
O -3.59465 -1.73275 -3.08262  -0.07
H -2.77443 -1.70135 -2.56734  0.01
H -4.07113 -2.30267 -2.48503  0.02
O -0.64824 4.98862 -2.37386  -0.07
H -0.58703 4.05338 -2.63786  0.01
H -0.56709 4.89049 -1.42430  -0.03
O 2.87230 -2.01637 -0.58608  -0.05
H 2.88790 -1.45367 0.18097  -0.02
H 2.00914 -1.82682 -0.96955  -0.01
O -3.18455 -4.35339 1.49950  -0.07
H -3.43656 -3.61105 2.08998  0.03
H -3.60516 -5.19438 1.79093  0.09
O -1.64485 1.38568 -0.21243  -0.06
H -1.88214 0.53392 -0.63734  0.03
H -1.58424 1.23012 0.72913  0.02
O 1.49431 5.72311 1.10277  -0.06
H 2.30066 5.25762 0.77372  0.06
H 1.12505 6.07999 0.28756  0.06
O 5.64451 1.97675 0.20234  -0.06
H 6.45197 2.39947 -0.14223  0.08
H 5.28267 1.43007 -0.50051  -0.01
O -3.62028 -1.98757 3.14570  -0.07
H -3.32933 -1.11721 2.82175  0.06
H -3.12915 -2.10418 3.97817  0.00
O -0.63297 -3.50160 0.14739  -0.06
H -0.54236 -2.67035 0.61283  -0.02
H -1.35649 -4.01067 0.59177  0.04
O -1.26718 2.22865 2.63883  -0.04
H -0.34549 2.45420 2.94932  0.05
H -1.66610 3.04430 2.40810  0.02
O 2.40303 -4.58485 0.45736  -0.07
H 1.46187 -4.56428 0.13812  0.06
H 2.82982 -3.90794 -0.07739  0.01
O -4.68178 0.69055 -2.07835  -0.07
H -5.35885 0.92576 -2.74269  0.08
H -4.38857 -0.18099 -2.42474  0.02
O 1.32733 0.75687 -0.38663  -0.04
H 0.47588 1.18472 -0.49676  0.03
H 1.98426 1.39789 -0.05444  0.05
O 0.63242 -1.13777 -4.92018  -0.05
H 1.04165 -1.59713 -5.64155  0.06
H -0.18004 -0.71302 -5.29715  0.06
O -1.97012 -1.25230 -1.10437  -0.07
H -2.50080 -1.99859 -0.75478  0.04
H -1.03839 -1.32606 -0.92336  0.01
O -1.84324 -2.23646 5.27143  -0.09
H -1.68886 -1.40675 5.76506  0.06
H -0.96307 -2.70492 5.16223  0.02
O 0.60215 -1.78351 -2.15022  -0.04
H 0.26897 -2.69994 -2.05361  0.09
H 0.43969 -1.58249 -3.04993  -0.01
O -2.17728 -0.48114 -5.20387  -0.04
H -2.67811 -1.13445 -4.70853  0.01
H -2.53572 0.34481 -4.86633  0.03
O 2.21928 -3.13760 2.76286  -0.09
H 2.38919 -3.64982 1.92261  0.02
H 3.02856 -2.56193 2.83598  0.08
O 1.87462 0.71628 -3.20264  -0.05
H 1.64262 -0.00934 -3.78833  0.01
H 1.68578 0.40335 -2.31934  0.00
O -5.40930 0.21032 0.54249  -0.10
H -5.79010 0.93063 1.04331  0.02
H -5.32410 0.58652 -0.40526  0.03
O 3.22463 3.09823 0.52320  -0.05
H 3.13737 3.10450 -0.43468  0.00
H 4.13909 2.88968 0.65157  0.00
O 2.41888 3.21865 -2.09504  -0.06
H 1.60492 3.73156 -2.12525  0.03
H 2.26997 2.42438 -2.67500  0.03
O 3.34410 -0.39884 1.65160  -0.04
H 3.04188 -0.14353 2.50527  -0.02
H 4.01293 0.24007 1.33464  0.06
O 0.12030 -1.11157 1.24096  -0.07
H 0.64180 -0.44981 0.68162  0.03
H 0.81262 -1.43571 1.82899  0.02
O 4.80126 0.43161 -1.99779  -0.04
H 4.25370 0.91102 -2.61282  0.02
H 4.27462 -0.38614 -1.85446  0.05
O 1.57694 3.52740 2.78606  -0.05
H 1.20219 4.39840 2.65281  0.02
H 1.96947 3.33284 1.93688  -0.01
O -0.37394 3.81663 0.05439  -0.03
H -0.87089 3.02196 0.06949  -0.02
H -0.11733 4.06624 0.93385  0.01
O 0.67250 -3.23065 5.00446  -0.04
H 1.26297 -3.28597 4.23576  0.01
H 1.08707 -3.40877 5.82365  0.04
O 2.34388 0.78180 3.93309  -0.01
H 2.07275 1.65363 3.68931  0.00
H 1.54033 0.42601 4.30949  0.06
O -2.04846 2.23578 -3.33116  -0.03
H -2.56741 2.32405 -2.53800  0.02
H -1.57580 1.39402 -3.32270  0.03

Calculated values
relative energy (zero: lowest compared OMol25 entry of this formula, charge and spin) = 0.173 eV
LUMO level = 0.018 eV
HOMO = -10.828 eV

Here is a structure of composition C17H22BN12Pd from the OMol25 dataset. Energies are from the ωB97M-V functional and the def2-TZVPD basis.

Last column: natural (NBO) charge in e.
Positions of all 53 atoms, in Å:
Pd 0.05832 -0.37188 0.37536  1.32
C -3.75538 0.36037 -1.05102  -0.30
C -2.45416 -0.06230 -1.27659  0.01
N -1.79913 -0.03853 -0.10737  -0.29
N -2.62715 0.39175 0.85601  -0.33
C -3.82244 0.64321 0.30436  0.07
B -2.09922 0.61554 2.30662  0.93
N -1.45183 -0.74279 2.76545  -0.34
C -1.48596 -1.35571 3.95394  0.06
C -0.69242 -2.49612 3.89993  -0.29
C -0.16665 -2.51175 2.62130  0.00
N -0.66800 -1.47234 1.93652  -0.29
N -0.93259 1.66481 2.17532  -0.33
C -0.65610 2.82033 2.79495  0.07
C 0.52382 3.34134 2.27905  -0.30
C 0.93545 2.43774 1.31714  -0.02
N 0.03919 1.44271 1.25335  -0.30
N -3.20039 1.00975 3.21547  -0.43
C -4.25934 0.24467 3.62435  -0.05
C -5.14713 1.06756 4.25462  -0.31
C -4.55343 2.34714 4.18510  -0.01
N -3.39837 2.31491 3.55583  -0.30
H -4.54414 0.44736 -1.77712  0.28
H -1.97426 -0.38186 -2.18788  0.25
H -4.63796 1.00536 0.90950  0.27
H -2.08307 -0.96087 4.75946  0.27
H -0.54326 -3.22413 4.67789  0.27
H 0.49394 -3.21876 2.14544  0.25
H -1.34321 3.19945 3.53208  0.29
H 0.99515 4.27034 2.54741  0.27
H 1.78309 2.46469 0.65099  0.24
H -4.30977 -0.81299 3.41894  0.23
H -6.08384 0.79644 4.70894  0.26
H -4.92949 3.28236 4.56769  0.24
C 6.35907 -0.51341 -0.65141  -0.62
C 6.28589 -0.16452 0.83107  -0.23
C 5.81654 1.26938 1.05438  -0.62
C 5.44291 -1.17179 1.61570  -0.22
N 4.03650 -1.19257 1.16439  -0.14
C 3.02828 -0.39539 1.48883  0.22
N 1.99464 -0.78885 0.76842  -0.40
N 2.39028 -1.83117 0.01180  -0.05
N 3.61699 -2.07230 0.23956  0.03
H 7.05191 0.15575 -1.15914  0.24
H 5.38684 -0.40267 -1.13926  0.20
H 6.70221 -1.53573 -0.81093  0.23
H 7.28535 -0.26783 1.26265  0.24
H 4.84706 1.45177 0.57773  0.18
H 6.51728 1.96854 0.60097  0.25
H 5.74390 1.51866 2.11551  0.22
H 5.42382 -0.94131 2.68025  0.23
H 5.80092 -2.19001 1.47885  0.26
H 3.05885 0.40312 2.21055  0.27

Calculated values
LUMO level (spin up / spin down) = -8.928 / -9.699 eV
HOMO (spin up / spin down) = -14.661 / -14.661 eV
2S+1 = 2
total charge = +2

E_tot per entry: -2436.34809, -2446.25207, -1470.25688 hartree